ORCA calculation (ωB97M-V/def2-TZVPD) on 2 unconnected molecules or ions with the total composition CH3FINS at a distorted geometry.

Geometry as XYZ:
```
8
Properties=species:S:1:pos:R:3:nbo_charge:R:1
C 0.509 2.412 1.047 -0.113
N -0.014 2.487 -0.113 -0.622
S 0.056 2.572 -1.656 0.901
F 1.642 2.411 -2.290 -0.535
H -0.182 2.279 1.874 0.185
H 1.560 2.156 1.278 0.184
I -0.259 -2.805 -0.785 -0.101
H -1.358 -2.778 -1.944 0.100
```

Output
* relative energy (zero: lowest compared OMol25 entry of this formula, charge and spin): 8.5 kcal per mole
* energy: -890.33762 Ha
* SMILES string: C=NSF.I